Computed, not measured: C24H44Cl2DyN3O6Si as an isolated structure, with ωB97M-V/def2-TZVPD.

As for the spin multiplicity: 6. The net charge is 0. The value obtained for the frontier orbital gap (alpha / beta) is 8.63 / 8.01 eV.

Element x y z (Å)
1 C -2.10 1.81 -2.04
2 C -1.28 2.81 -1.30
3 H -3.16 2.06 -2.09
4 H -1.99 0.82 -1.59
5 H -1.74 1.71 -3.07
6 C -1.69 4.03 -0.93
7 C -3.02 4.66 -1.17
8 H -0.98 4.67 -0.42
9 H -3.73 3.99 -1.65
10 H -2.93 5.55 -1.80
11 H -3.47 5.00 -0.23
12 Dy 0.68 -0.33 0.34
13 Cl -1.12 -1.51 -0.54
14 C 3.19 1.20 0.74
15 O 2.33 0.52 1.33
16 N 4.20 1.81 1.36
17 C 4.34 1.76 2.80
18 C 5.15 2.62 0.63
19 H 3.17 1.32 -0.34
20 H 3.61 1.08 3.21
21 H 4.18 2.76 3.23
22 H 5.34 1.42 3.07
23 H 4.90 2.60 -0.43
24 H 6.16 2.23 0.76
25 H 5.11 3.65 0.97
26 H 3.49 -4.91 1.88
27 H 2.96 -5.82 -0.51
28 C 2.45 -4.59 1.91
29 C 1.95 -5.44 -0.36
30 N 1.96 -4.34 0.58
31 H 2.37 -3.68 2.50
32 C 1.51 -3.13 0.22
33 O 1.50 -2.15 0.98
34 H 1.55 -5.12 -1.31
35 H 1.15 -3.06 -0.81
36 H 1.86 -5.38 2.39
37 H 1.32 -6.26 0.02
38 H -2.91 1.42 0.79
39 H -2.07 3.42 2.06
40 C -2.76 0.80 1.67
41 C -2.01 2.77 2.94
42 N -1.75 1.41 2.51
43 H -2.42 -0.18 1.34
44 C -0.56 0.86 2.69
45 O -0.21 -0.26 2.26
46 H -1.21 3.12 3.58
47 H 0.12 1.46 3.30
48 H -3.70 0.71 2.22
49 H -2.95 2.83 3.49
50 O -0.05 1.39 0.11
51 C 0.10 2.29 -0.94
52 C 1.30 3.78 0.71
53 C 1.10 3.38 -0.61
54 H 0.76 3.27 1.49
55 C 2.19 4.80 1.01
56 H 0.49 1.77 -1.83
57 C 1.83 4.01 -1.61
58 H 2.32 5.11 2.04
59 C 2.90 5.43 0.00
60 C 2.72 5.02 -1.31
61 H 1.69 3.69 -2.64
62 H 3.59 6.23 0.24
63 H 3.28 5.50 -2.11
64 Si -4.73 -5.07 -1.87
65 Cl -6.09 -3.62 -2.55
66 C -4.86 -5.11 -0.01
67 C -3.03 -4.52 -2.43
68 C -5.21 -6.70 -2.64
69 H -4.62 -4.15 0.43
70 H -4.17 -5.85 0.41
71 H -5.86 -5.39 0.31
72 H -6.22 -6.99 -2.35
73 H -4.54 -7.49 -2.32
74 H -5.18 -6.65 -3.73
75 H -2.77 -3.55 -2.01
76 H -2.97 -4.45 -3.51
77 H -2.27 -5.24 -2.10
78 O 3.47 -0.98 -2.98
79 C 2.91 -0.93 -1.80
80 O 1.70 -0.44 -1.67
81 H 3.45 -1.29 -0.93

***

Computed, not measured: a 16-piece molecular cluster, C24H44Cl30NO overall, with ωB97M-V/def2-TZVPD.

The relative energy (zero: lowest compared OMol25 entry of this formula, charge and spin) comes out at 0.000 eV. The net charge is +1. The value obtained for the frontier orbital gap is 7.64 eV.

Element x y z (Å)
1 C -0.73 -6.28 3.33
2 C -0.44 -5.21 2.28
3 C -1.49 -4.07 2.21
4 C -1.68 -3.34 3.53
5 O -2.94 -2.64 3.66
6 C -4.03 -3.37 3.61
7 C -4.11 -4.75 3.92
8 C -5.32 -5.39 3.81
9 N -6.41 -4.72 3.39
10 C -6.38 -3.40 3.12
11 C -5.21 -2.70 3.22
12 H 0.07 -7.01 3.37
13 H -1.64 -6.84 3.10
14 H -0.84 -5.89 4.35
15 H -0.50 -5.72 1.31
16 H 0.57 -4.80 2.38
17 H -1.10 -3.35 1.48
18 H -2.40 -4.50 1.79
19 H -0.91 -2.57 3.58
20 H -1.50 -3.96 4.41
21 H -3.24 -5.30 4.23
22 H -5.36 -6.45 4.04
23 H -7.26 -5.26 3.28
24 H -7.31 -2.96 2.80
25 H -5.19 -1.64 2.99
26 C -5.72 -3.17 7.84
27 Cl -5.59 -3.97 6.25
28 Cl -5.28 -1.47 7.73
29 H -6.74 -3.25 8.19
30 H -5.05 -3.67 8.53
31 C 0.91 0.14 3.19
32 Cl 1.60 -1.48 2.95
33 Cl 1.98 1.40 2.57
34 H -0.03 0.20 2.68
35 H 0.77 0.30 4.26
36 C 0.51 0.66 -1.50
37 Cl 0.41 2.41 -1.27
38 Cl 0.88 -0.17 0.02
39 H -0.45 0.31 -1.87
40 H 1.29 0.44 -2.22
41 C -0.13 4.51 -4.30
42 Cl 0.44 2.92 -4.79
43 Cl -0.01 5.69 -5.62
44 H -1.17 4.42 -4.00
45 H 0.48 4.86 -3.47
46 C 3.11 -8.88 3.00
47 Cl 3.07 -7.12 3.15
48 Cl 3.46 -9.66 4.55
49 H 2.13 -9.23 2.66
50 H 3.87 -9.16 2.28
51 C -1.83 3.34 1.91
52 Cl -1.80 1.81 2.79
53 Cl -3.48 3.83 1.51
54 H -1.37 4.11 2.53
55 H -1.26 3.22 0.99
56 C -3.89 2.81 -2.10
57 Cl -3.19 1.22 -2.45
58 Cl -2.85 4.13 -2.65
59 H -4.85 2.88 -2.62
60 H -4.03 2.90 -1.03
61 C 1.04 8.57 -7.69
62 Cl 2.34 8.05 -8.77
63 Cl -0.11 9.64 -8.51
64 H 0.51 7.70 -7.33
65 H 1.48 9.11 -6.86
66 C 0.35 -11.74 3.08
67 Cl 0.86 -13.37 2.66
68 Cl 0.48 -10.64 1.70
69 H -0.69 -11.77 3.40
70 H 0.98 -11.37 3.89
71 C 6.43 8.45 -8.56
72 Cl 6.00 7.56 -7.10
73 Cl 7.31 9.94 -8.18
74 H 7.07 7.82 -9.17
75 H 5.52 8.70 -9.09
76 C 5.03 -3.53 4.19
77 Cl 3.32 -3.93 3.93
78 Cl 5.78 -2.91 2.73
79 H 5.09 -2.78 4.97
80 H 5.55 -4.44 4.50
81 C 5.03 10.62 -4.50
82 Cl 3.99 9.95 -5.76
83 Cl 6.11 11.87 -5.14
84 H 4.40 11.06 -3.74
85 H 5.63 9.83 -4.08
86 C -0.96 10.08 -12.03
87 Cl -2.71 9.98 -12.29
88 Cl -0.32 11.65 -12.52
89 H -0.75 9.93 -10.98
90 H -0.48 9.31 -12.63
91 C 0.48 12.12 -5.35
92 Cl 0.88 10.55 -4.64
93 Cl 0.10 13.32 -4.11
94 H 1.33 12.46 -5.93
95 H -0.39 11.99 -5.99
96 C 4.53 -11.79 7.26
97 Cl 5.49 -10.85 8.40
98 Cl 3.18 -12.61 8.06
99 H 4.13 -11.12 6.51
100 H 5.17 -12.54 6.80

***

Computed, not measured: a 2-piece molecular cluster, C24H44FN5O10P3S overall, with ωB97M-V/def2-TZVPD.

The net charge is +1. The value obtained for the frontier orbital gap is 6.29 eV.

Element x y z (Å)
1 C 2.57 -2.11 -0.51
2 C 1.38 -1.97 0.06
3 C -0.12 -1.78 0.63
4 C -0.20 -0.60 1.78
5 C -0.30 0.79 0.97
6 C 0.35 2.07 1.78
7 C 1.94 1.89 2.17
8 S 2.04 2.49 3.93
9 O 1.21 1.64 4.89
10 O 1.56 3.93 4.04
11 F 3.63 2.44 4.56
12 C 2.85 2.56 1.02
13 C 3.38 1.43 0.00
14 C 4.56 0.50 0.57
15 C 4.89 0.28 1.95
16 P 3.98 4.05 1.46
17 P 6.08 3.60 0.98
18 O 6.79 2.84 2.13
19 O 6.86 5.16 0.92
20 O 6.30 2.91 -0.57
21 C 1.62 3.35 0.26
22 C 2.12 4.34 -0.94
23 C 1.19 4.09 -2.28
24 C 2.08 3.47 -3.52
25 C 1.10 2.37 -4.23
26 N 1.76 1.57 -5.30
27 C 2.82 0.70 -4.75
28 N 4.01 0.65 -5.36
29 N 2.62 -0.17 -3.52
30 N 0.35 3.11 0.67
31 N -0.81 3.69 0.19
32 C -1.69 3.91 1.15
33 O -2.45 3.76 2.16
34 H 3.59 -1.96 -1.04
35 H -0.61 -2.77 0.97
36 H -0.75 -1.41 -0.28
37 H -1.21 -0.74 2.33
38 H 0.64 -0.67 2.55
39 H 0.37 0.68 0.02
40 H -1.37 1.00 0.60
41 H -0.11 2.35 2.80
42 H 2.22 0.78 2.27
43 H 2.56 0.72 -0.40
44 H 3.81 1.96 -0.94
45 H 5.24 -0.02 -0.21
46 H 5.34 -0.71 2.37
47 H 4.74 1.13 2.71
48 H 4.01 4.28 2.89
49 H 7.72 4.95 0.45
50 H 7.21 2.49 -0.52
51 H 3.20 4.05 -1.29
52 H 2.08 5.45 -0.64
53 H 0.72 5.11 -2.54
54 H 0.43 3.27 -2.02
55 H 3.08 3.03 -3.17
56 H 2.20 4.33 -4.30
57 H 0.16 2.94 -4.57
58 H 0.76 1.64 -3.40
59 H 2.09 2.15 -6.10
60 H 4.58 0.00 -4.80
61 H 1.71 -0.65 -3.55
62 H 2.57 0.44 -2.67
63 O -7.03 -4.41 -0.24
64 P -5.57 -4.34 0.26
65 O -5.87 -3.20 1.43
66 C -6.66 -3.56 2.55
67 C -5.92 -4.48 3.49
68 O -5.03 -3.30 -0.92
69 C -5.73 -3.20 -2.16
70 C -6.80 -2.12 -2.10
71 O -3.95 -4.30 0.83
72 C -3.37 -5.48 1.36
73 C -3.81 -6.76 0.67
74 H -7.60 -4.01 2.22
75 H -6.91 -2.63 3.07
76 H -5.78 -5.47 3.04
77 H -6.47 -4.62 4.42
78 H -4.93 -4.08 3.73
79 H -6.15 -4.17 -2.45
80 H -5.00 -2.94 -2.93
81 H -7.40 -2.17 -1.19
82 H -7.47 -2.19 -2.96
83 H -6.33 -1.13 -2.10
84 H -3.58 -5.54 2.43
85 H -2.29 -5.39 1.26
86 H -4.90 -6.90 0.74
87 H -3.34 -7.63 1.14
88 H -3.55 -6.74 -0.39

***

Computed, not measured: a 7-piece molecular cluster, C24H44FNO10S overall, with ωB97M-V/def2-TZVPD.

The net charge is 0. The value obtained for the frontier orbital gap is 7.22 eV.

Element x y z (Å)
1 C -2.03 5.01 0.94
2 C -1.81 4.68 2.44
3 O -2.10 3.29 2.61
4 C -1.11 2.62 3.35
5 C -1.48 1.13 3.32
6 O -1.78 0.71 2.00
7 C -1.54 -0.69 1.83
8 C -2.30 -1.16 0.60
9 C -3.31 -2.13 0.60
10 C -3.77 -2.86 1.86
11 C -3.02 -4.22 1.88
12 C -3.11 -4.96 3.20
13 F -3.52 -5.08 0.89
14 C -3.92 -2.41 -0.60
15 C -3.53 -1.81 -1.77
16 C -2.51 -0.89 -1.81
17 C -1.93 -0.58 -0.60
18 S -0.63 0.64 -0.68
19 C 0.18 0.10 -2.21
20 C 1.55 0.07 -2.37
21 C 2.06 -0.40 -3.56
22 C 1.23 -0.84 -4.57
23 O 1.63 -1.36 -5.77
24 C 3.01 -1.26 -6.06
25 C 3.88 -2.39 -5.46
26 O 3.26 -3.04 -4.37
27 C 3.99 -4.19 -3.99
28 C 3.99 -4.37 -2.47
29 C -0.13 -0.78 -4.38
30 C -0.69 -0.32 -3.20
31 N -2.09 -0.28 -3.01
32 H -1.07 5.11 0.43
33 H -2.65 4.21 0.52
34 H -2.64 5.92 0.84
35 H -2.57 5.25 3.00
36 H -0.83 4.98 2.81
37 H -0.09 2.75 2.98
38 H -1.11 2.90 4.42
39 H -2.42 1.04 3.90
40 H -0.68 0.53 3.77
41 H -0.47 -0.78 1.58
42 H -1.79 -1.20 2.76
43 H -3.50 -2.31 2.76
44 H -4.84 -3.08 1.82
45 H -1.97 -4.01 1.60
46 H -2.60 -4.46 4.02
47 H -2.58 -5.92 3.06
48 H -4.14 -5.23 3.46
49 H -4.74 -3.13 -0.65
50 H -4.06 -2.09 -2.68
51 H 2.20 0.41 -1.56
52 H 3.14 -0.42 -3.67
53 H 3.10 -1.33 -7.15
54 H 3.43 -0.27 -5.81
55 H 4.88 -2.04 -5.16
56 H 4.05 -3.14 -6.25
57 H 5.05 -4.14 -4.30
58 H 3.57 -5.11 -4.43
59 H 4.71 -3.69 -2.00
60 H 4.32 -5.38 -2.21
61 H 2.98 -4.26 -2.04
62 H -0.79 -1.11 -5.18
63 H -2.57 -0.68 -3.81
64 O 1.53 3.96 4.04
65 H 1.53 4.86 4.42
66 H 2.44 3.67 4.13
67 O 1.73 6.20 5.80
68 H 2.36 6.92 5.92
69 H 1.19 6.22 6.60
70 O 2.51 2.93 -1.13
71 H 1.68 2.44 -1.11
72 H 2.59 3.33 -0.26
73 O 0.26 7.17 1.81
74 H 0.04 8.10 1.89
75 H 0.85 7.00 2.56
76 O -1.58 -2.23 4.63
77 H -0.87 -2.86 4.47
78 H -1.70 -2.24 5.58
79 O 4.86 0.85 -1.83
80 H 4.58 0.56 -0.96
81 H 4.26 1.58 -2.03

***

Computed, not measured: C24H44GdO3P2S as an isolated structure, with ωB97M-V/def2-TZVPD.

As for the spin multiplicity: 8. The relative energy (zero: lowest compared OMol25 entry of this formula, charge and spin) comes out at 3.070 eV. The net charge is +1. The value obtained for the frontier orbital gap (alpha / beta) is 3.60 / 6.64 eV.

Element x y z (Å)
1 Gd 0.95 -0.94 2.75
2 C -1.69 -1.06 3.76
3 C -1.39 -2.25 3.06
4 C 0.23 -1.99 4.72
5 C -0.69 -0.88 4.77
6 C -0.22 -2.85 3.63
7 C -2.96 -0.29 3.64
8 H -3.30 -0.22 2.59
9 H -2.85 0.74 4.01
10 H -3.79 -0.75 4.21
11 C -0.67 0.24 5.76
12 H -1.69 0.62 5.95
13 H -0.06 1.09 5.40
14 H -0.25 -0.09 6.72
15 C 1.62 -1.94 5.27
16 H 1.77 -2.68 6.09
17 H 1.85 -0.95 5.68
18 H 2.39 -2.18 4.50
19 C 0.68 -3.73 2.83
20 H 0.81 -4.74 3.26
21 H 1.70 -3.30 2.74
22 H 0.29 -3.85 1.81
23 C -2.13 -2.76 1.86
24 H -2.31 -3.85 1.88
25 H -1.58 -2.55 0.92
26 H -3.10 -2.27 1.75
27 C -1.17 2.25 -0.03
28 C -2.31 1.55 0.10
29 C -2.76 0.28 -0.54
30 C -1.90 -0.28 -1.67
31 C -0.55 -0.82 -1.35
32 C 0.62 -0.18 -1.29
33 C 0.98 1.27 -1.18
34 C -0.20 2.28 -1.15
35 H -3.77 0.40 -0.97
36 H -1.84 0.48 -2.48
37 H -2.87 -0.48 0.26
38 H -0.76 2.30 -2.12
39 H -0.90 2.94 0.78
40 H -2.97 1.84 0.92
41 H 0.29 3.28 -1.10
42 H 1.59 1.45 -0.26
43 H 1.50 -0.82 -1.11
44 H 1.67 1.58 -2.01
45 H -2.47 -1.12 -2.10
46 H -0.52 -1.92 -1.27
47 P -0.63 1.39 -4.00
48 C -0.83 3.16 -4.40
49 C -1.79 0.74 -5.23
50 P 1.69 -0.56 -4.28
51 C 0.96 1.07 -4.83
52 C 1.00 -1.49 -5.72
53 C 3.29 -0.31 -5.17
54 H -0.01 3.76 -4.01
55 H -1.77 3.56 -3.99
56 H -0.86 3.23 -5.50
57 H -1.63 1.33 -6.14
58 H -2.82 0.88 -4.88
59 H -1.64 -0.33 -5.43
60 H 3.10 -0.06 -6.22
61 H 3.85 -1.25 -5.11
62 H 3.87 0.49 -4.70
63 H 1.65 1.91 -4.67
64 H 0.68 1.00 -5.90
65 H 1.53 -2.45 -5.78
66 H 1.20 -0.92 -6.64
67 H -0.07 -1.68 -5.64
68 C 3.48 1.89 4.19
69 S 2.55 1.61 2.66
70 O 2.85 2.69 1.77
71 O 2.96 0.20 2.19
72 O 1.06 1.44 3.02
73 H 4.29 2.61 4.01
74 H 3.91 0.92 4.46
75 H 2.84 2.25 5.00